{
  "formula": "C42H59BrNP2PdSi",
  "method": "ωB97M-V/def2-TZVPD",
  "relative_energy_kcal_mol": 0.0,
  "total_charge": 1,
  "energy_ev": -145979.70235,
  "e_homo_ev": -11.109,
  "orbital_gap_ev": 8.9,
  "e_lumo_ha": -0.083,
  "elements": ["Pd", "C", "Si", "C", "C", "C", "C", "C", "C", "P", "C", "C", "C", "C", "C", "C", "C", "C", "C", "C", "C", "C", "C", "C", "C", "C", "C", "C", "P", "C", "C", "C", "C", "C", "C", "C", "C", "C", "C", "C", "C", "H", "H", "H", "H", "H", "H", "H", "H", "H", "H", "H", "H", "H", "H", "H", "H", "H", "H", "H", "H", "H", "H", "H", "H", "H", "H", "H", "H", "H", "H", "H", "H", "H", "H", "H", "H", "H", "H", "H", "H", "H", "H", "H", "H", "H", "H", "H", "H", "H", "H", "H", "H", "H", "H", "H", "Br", "C", "C", "C", "C", "C", "N", "H", "H", "H", "H"],
  "positions_angstrom": [[0.195158, 0.014609, 0.727046], [-0.850411, 0.116096, 3.909229], [-1.540878, -0.227136, 2.199650], [-2.859130, 1.070219, 1.853317], [-4.191290, 1.013174, 2.269864], [-5.047398, 2.081420, 2.057830], [-4.583709, 3.230054, 1.428561], [-3.268735, 3.301556, 1.002124], [-2.407613, 2.224550, 1.211363], [-0.678426, 2.208274, 0.627067], [0.074458, 3.548437, 1.688752], [1.521917, 3.269521, 2.101539], [2.535458, 3.652331, 1.030543], [2.381747, 5.118877, 0.636044], [0.957221, 5.437386, 0.188237], [-0.079194, 5.005359, 1.225007], [-0.886070, 2.757774, -1.129727], [0.384429, 2.596326, -1.961898], [0.194729, 3.152183, -3.370298], [-0.940121, 2.424026, -4.080537], [-2.221860, 2.472688, -3.253485], [-2.010179, 1.972280, -1.824336], [-2.222561, -1.975953, 2.180963], [-3.308338, -2.396564, 2.955704], [-3.795647, -3.687632, 2.852071], [-3.209861, -4.580144, 1.960224], [-2.115749, -4.190423, 1.208853], [-1.601891, -2.897334, 1.335803], [-0.138450, -2.286181, 0.433459], [-0.494643, -2.616942, -1.348510], [-1.972519, -2.357214, -1.669449], [-2.265387, -2.574655, -3.151896], [-1.373910, -1.710124, -4.035168], [0.099053, -1.955159, -3.724574], [0.391789, -1.735127, -2.242148], [1.251244, -3.399814, 0.933039], [0.961046, -4.912199, 0.950852], [2.262710, -5.736363, 0.995373], [3.375105, -4.966005, 1.696411], [3.740423, -3.716296, 0.880647], [2.526413, -3.168538, 0.114143], [-1.669359, 0.084640, 4.634527], [-0.382947, 1.100550, 3.975402], [-0.118955, -0.638705, 4.201683], [-4.575370, 0.122816, 2.751254], [-6.080033, 2.018985, 2.375562], [-5.253370, 4.062567, 1.256552], [-2.932670, 4.187289, 0.477870], [-0.542721, 3.421883, 2.585103], [1.626459, 2.223922, 2.388350], [1.726476, 3.862011, 3.000445], [2.404107, 3.009248, 0.153902], [3.547827, 3.467274, 1.398925], [3.088907, 5.379629, -0.154141], [2.634018, 5.742820, 1.499958], [0.756786, 4.952959, -0.769380], [0.856568, 6.509735, 0.009571], [-1.087490, 5.201180, 0.858881], [0.041337, 5.632369, 2.114801], [-1.166891, 3.817745, -1.094593], [0.582414, 1.521460, -2.031699], [1.251822, 3.054273, -1.486153], [1.124288, 3.059224, -3.936539], [-0.029808, 4.222868, -3.308746], [-0.645625, 1.379457, -4.232763], [-1.109370, 2.848675, -5.071361], [-3.007016, 1.882833, -3.731428], [-2.588098, 3.504434, -3.217190], [-1.729992, 0.911487, -1.840808], [-2.944835, 2.040359, -1.268888], [-3.778406, -1.713272, 3.653310], [-4.638979, -3.999803, 3.454251], [-3.606317, -5.581639, 1.856313], [-1.677339, -4.892927, 0.513892], [-0.269002, -3.671766, -1.548748], [-2.217983, -1.324661, -1.388242], [-2.616235, -2.999780, -1.069485], [-3.318016, -2.364621, -3.350230], [-2.104781, -3.630329, -3.396816], [-1.611077, -0.655377, -3.857025], [-1.578436, -1.904686, -5.089433], [0.732885, -1.299948, -4.327475], [0.363204, -2.982420, -3.997431], [0.178573, -0.685857, -1.988823], [1.449034, -1.904108, -2.033348], [1.451775, -3.070185, 1.959238], [0.396157, -5.200393, 0.060089], [0.339528, -5.152230, 1.813821], [2.586219, -5.977058, -0.021233], [2.073361, -6.689663, 1.489441], [4.253680, -5.595773, 1.837394], [3.039865, -4.679640, 2.697498], [4.536455, -3.949834, 0.170364], [4.130708, -2.941734, 1.546725], [2.419037, -3.688066, -0.843004], [2.677380, -2.116806, -0.120346], [2.631242, -0.337342, 2.806674], [3.327252, 0.138742, 1.114571], [4.697838, 0.306432, 0.997915], [5.209134, 0.594479, -0.254316], [4.333543, 0.684061, -1.327616], [2.984865, 0.503630, -1.099155], [2.467444, 0.249042, 0.111140], [5.331902, 0.203918, 1.865905], [6.273286, 0.732472, -0.390372], [4.685453, 0.886134, -2.329142], [2.281359, 0.549683, -1.917088]],
  "forces_ev_per_a": [[-0.05, 0.05, 0.00], [0.01, 0.00, 0.03], [-0.01, 0.02, -0.07], [0.01, -0.02, 0.01], [-0.01, 0.00, -0.01], [0.00, -0.03, 0.00], [0.00, 0.02, -0.01], [0.00, 0.01, 0.02], [-0.02, -0.04, -0.01], [0.03, 0.00, 0.04], [0.00, 0.04, -0.03], [0.01, 0.04, -0.02], [0.01, -0.01, 0.01], [0.01, 0.00, 0.00], [-0.02, 0.01, 0.01], [0.01, -0.02, -0.01], [0.00, 0.01, 0.04], [0.05, 0.01, 0.00], [0.01, 0.00, 0.00], [-0.01, 0.00, 0.01], [0.00, 0.00, -0.01], [-0.01, 0.02, 0.00], [0.03, -0.01, 0.01], [-0.01, 0.00, 0.00], [0.01, 0.00, -0.01], [-0.01, 0.01, 0.01], [0.00, 0.01, 0.01], [-0.01, 0.01, 0.00], [0.04, -0.10, 0.05], [0.00, 0.04, -0.02], [-0.02, 0.00, -0.01], [0.00, 0.01, 0.00], [0.01, -0.02, -0.01], [-0.01, -0.01, 0.01], [-0.04, 0.00, 0.01], [-0.03, 0.00, -0.02], [-0.01, 0.01, 0.00], [0.00, 0.00, -0.01], [0.01, 0.00, -0.01], [0.00, 0.01, 0.01], [0.01, 0.05, 0.01], [0.00, 0.00, -0.01], [0.00, 0.00, 0.00], [0.01, 0.00, 0.00], [0.00, 0.01, 0.01], [0.00, 0.00, 0.01], [0.00, 0.00, 0.00], [0.01, 0.01, 0.01], [0.00, 0.01, 0.00], [0.02, -0.06, 0.01], [0.00, 0.00, 0.00], [0.00, 0.01, 0.01], [0.00, -0.01, 0.00], [0.00, 0.00, 0.01], [0.00, 0.00, 0.00], [0.00, -0.02, -0.02], [-0.01, 0.00, 0.00], [-0.02, 0.01, -0.01], [0.00, 0.00, 0.00], [0.00, 0.00, -0.01], [0.01, 0.01, 0.00], [-0.02, -0.01, 0.00], [-0.01, 0.00, 0.00], [0.00, 0.00, 0.00], [0.00, -0.01, 0.00], [-0.01, 0.00, 0.00], [0.00, 0.00, -0.01], [0.00, 0.00, 0.01], [0.00, -0.02, 0.00], [0.01, 0.00, -0.02], [0.00, 0.00, 0.00], [0.00, 0.00, 0.00], [0.00, 0.00, 0.00], [0.01, -0.01, 0.00], [0.01, -0.01, 0.00], [0.00, 0.00, -0.01], [0.01, 0.01, -0.01], [0.00, 0.00, 0.00], [0.00, 0.00, 0.00], [0.00, 0.02, 0.00], [0.01, 0.00, 0.00], [0.00, 0.00, 0.00], [0.00, 0.00, 0.00], [0.00, -0.02, 0.01], [0.02, -0.02, 0.00], [0.00, 0.00, 0.00], [0.00, 0.01, 0.00], [0.00, 0.00, 0.00], [0.00, 0.00, 0.01], [0.00, 0.00, 0.00], [0.00, 0.00, 0.00], [0.00, 0.00, 0.00], [0.00, -0.01, 0.00], [0.00, 0.00, -0.01], [0.00, 0.00, -0.01], [-0.01, -0.02, 0.00], [0.00, 0.01, 0.01], [0.00, -0.01, 0.01], [0.01, 0.01, -0.02], [-0.05, -0.01, -0.01], [0.04, 0.00, 0.02], [-0.02, 0.00, -0.04], [0.00, 0.02, 0.01], [0.00, 0.00, 0.00], [0.00, 0.00, 0.00], [0.00, 0.00, 0.00], [-0.01, 0.01, 0.01]],
  "lowdin_charge": [0.343, -0.195, 0.523, -0.271, -0.070, -0.062, -0.060, -0.085, -0.386, 1.040, -0.398, -0.217, -0.202, -0.186, -0.187, -0.182, -0.418, -0.231, -0.181, -0.194, -0.182, -0.198, -0.277, -0.083, -0.060, -0.057, -0.096, -0.366, 1.019, -0.409, -0.199, -0.184, -0.197, -0.184, -0.229, -0.425, -0.196, -0.186, -0.193, -0.183, -0.215, 0.042, 0.021, 0.010, 0.089, 0.110, 0.111, 0.100, 0.111, 0.032, 0.128, 0.077, 0.115, 0.114, 0.119, 0.085, 0.118, 0.091, 0.126, 0.113, 0.072, 0.084, 0.115, 0.120, 0.098, 0.116, 0.114, 0.120, 0.090, 0.104, 0.098, 0.111, 0.112, 0.101, 0.124, 0.109, 0.101, 0.116, 0.120, 0.092, 0.116, 0.111, 0.121, 0.073, 0.089, 0.090, 0.097, 0.110, 0.115, 0.113, 0.112, 0.114, 0.114, 0.090, 0.119, 0.066, 0.860, -0.736, -0.094, -0.031, -0.028, -0.140, -0.035, 0.110, 0.121, 0.117, 0.092]
}